The following is a DFT calculation (wB97M-V/def2-TZVPD) of C4H12N2O in the gas phase at a distorted geometry.

For the electronic energy, the calculation gives -9369.090 eV. The calculation puts the frontier orbital gap at 9.51 eV. Its HOMO energy is -8.49 eV. The SMILES is CN[C@@H](CN)CO. Its net charge is 0. Its energy above the lowest of the compared OMol25 structures with the same formula, charge and spin is 2.104 eV.

Bonds (Å) are listed after each position.
Atoms and positions in Å:
1 C -1.270 -0.667 2.010  N2 1.469, H8 1.088, H9 1.093, H10 1.061
2 N -1.373 -0.147 0.640  C1 1.469, C3 1.459, H11 1.016
3 C -0.138 0.324 0.022  N2 1.459, C4 1.552, C6 1.562, H12 1.096
4 C -0.537 0.926 -1.351  C3 1.552, O5 1.425, H13 1.087, H14 1.085
5 O 0.269 2.072 -1.610  C4 1.425, H15 0.961
6 C 0.997 -0.743 -0.092  C3 1.562, N7 1.453, H16 1.082, H17 1.090
7 N 2.090 -0.404 -0.988  C6 1.453, H18 1.003, H19 1.004
8 H -1.597 0.092 2.719  C1 1.088
9 H -0.285 -1.060 2.278  C1 1.093
10 H -1.885 -1.524 2.123  C1 1.061
11 H -1.681 -0.929 0.069  N2 1.016
12 H 0.359 1.093 0.626  C3 1.096
13 H -1.618 1.028 -1.411  C4 1.087
14 H -0.221 0.192 -2.085  C4 1.085
15 H 0.565 2.363 -0.744  O5 0.961
16 H 0.557 -1.648 -0.487  C6 1.082
17 H 1.390 -0.873 0.917  C6 1.090
18 H 2.623 0.397 -0.704  N7 1.003
19 H 1.755 -0.490 -1.931  N7 1.004